Record 1
DFT (ωB97M-V/def2-TZVPD) results for a structure of composition C28H32ClF6N14O3PS2Ti.

Results
Energy   -139469.6361 eV
Lowest unoccupied orbital energy (spin up / spin down)   1.584 / -0.024 eV
Total charge   -1
Energy relative to the best compared isomer or geometry (same formula, charge and spin)   30.5 kcal per mole
Highest occupied orbital energy (spin up / spin down)   -3.379 / -5.880 eV
Spin multiplicity   4
HOMO-LUMO gap (spin up / spin down)   4.96 / 5.86 eV

```
88
C28H32ClF6N14O3PS2Ti (ωB97M-V/def2-TZVPD)
Ti 0.48553 -0.67463 -0.23211
N -1.09958 2.39904 0.20284
C -1.89379 1.31603 -0.06893
N -3.21056 1.34812 -0.17483
N -3.56513 0.06904 -0.38181
N -2.53665 -0.70164 -0.40158
N -1.42973 0.06685 -0.20787
C 0.15440 2.25399 0.74529
N 0.79844 3.17414 1.43548
N 1.91457 2.54931 1.87410
N 1.94275 1.32732 1.48713
N 0.83816 1.09704 0.73208
H -1.45313 3.30360 -0.08136
O -1.32085 4.55773 -4.25978
S -1.21411 3.80859 -3.03586
O -2.26569 4.01154 -2.06577
N -1.01948 2.21448 -3.43152
C 0.15959 1.74923 -2.85983
S 0.20976 0.03956 -2.75039
C 0.97799 2.73607 -2.23355
C 2.23908 2.64985 -1.62024
C 2.79800 3.78690 -1.07558
C 2.15345 5.02920 -1.12656
C 0.91507 5.13748 -1.73912
C 0.35471 3.99586 -2.27679
H 2.76589 1.70919 -1.57661
H 3.76327 3.71240 -0.59082
H 2.61488 5.89722 -0.67592
H 0.38799 6.08241 -1.78187
F 2.18897 -2.08206 0.32671
P 3.41305 -1.76736 -0.80026
F 2.39209 -2.32260 -1.93043
F 3.99141 -3.23510 -0.59626
F 4.46652 -1.35370 -1.90242
F 2.63162 -0.29817 -0.93301
F 4.30257 -1.19021 0.37563
C -1.12028 -5.96866 -0.99256
C -0.20957 -5.04849 -1.80808
C -0.25187 -3.67611 -1.32340
N -0.29270 -2.59681 -0.94990
H -1.05098 -6.98388 -1.37861
H -2.15700 -5.64266 -1.05646
H -0.82379 -5.97717 0.05506
H -0.49932 -5.03147 -2.85962
H 0.83272 -5.36860 -1.76083
C -3.08066 -0.06737 7.39312
C -2.14309 -0.69555 6.34738
C -1.10373 0.37176 5.98804
C -1.43447 -1.87292 7.02629
C -2.99534 -1.19239 5.12198
O -4.13177 -1.91451 5.63402
C -3.54414 -0.05511 4.24100
C -2.61719 0.69153 3.25585
C -2.84773 2.18288 3.23684
C -4.12183 2.71139 3.04830
C -4.32581 4.07956 3.00339
C -3.23887 4.92846 3.14276
Cl -3.49382 6.65299 3.08923
C -1.96091 4.43257 3.31448
C -1.77691 3.05767 3.36650
C -2.37580 -2.34014 4.29448
N -1.23385 -2.05023 3.44891
C -1.26029 -1.77993 2.14826
N -0.04547 -1.44708 1.74827
C 0.71443 -1.55989 2.87417
N 0.02944 -1.93152 3.92503
H -2.47528 0.39133 8.17613
H -3.71552 -0.81488 7.87177
H -3.70732 0.72358 6.97623
H -0.54434 0.62653 6.89100
H -1.56858 1.28913 5.62517
H -0.38054 0.02449 5.25294
H -1.01475 -1.53901 7.97743
H -0.61592 -2.25604 6.41824
H -2.13751 -2.68156 7.23861
H -4.70533 -1.28561 6.08304
H -3.97713 0.68145 4.92329
H -4.38752 -0.48015 3.69105
H -2.78566 0.31745 2.24421
H -1.56493 0.52175 3.48089
H -4.96583 2.04801 2.90078
H -5.31268 4.48961 2.83991
H -1.11392 5.10075 3.38696
H -0.76995 2.67416 3.48019
H -3.16170 -2.70021 3.63095
H -2.10799 -3.15058 4.96691
H -2.13978 -1.81222 1.52255
H 1.77083 -1.34786 2.89112
```

Record 2
DFT (ωB97M-V/def2-TZVPD) results for a structure of composition C35H31BrClN2O8RbS2.

Results
Energy   -161052.3139 eV
Lowest unoccupied orbital energy   3.739 eV
Total charge   -2
Energy relative to the best compared isomer or geometry (same formula, charge and spin)   0.0 kcal per mole
Highest occupied orbital energy   -1.604 eV
Spin multiplicity   1
HOMO-LUMO gap   5.34 eV

```
81
C35H31BrClN2O8RbS2 (ωB97M-V/def2-TZVPD)
Rb -0.52545 1.17887 0.19706
Br 1.93671 2.54672 7.53442
C 0.96476 1.80617 6.05524
C -0.26202 1.19760 6.26410
C -0.98232 0.66618 5.20165
C -0.49693 0.71266 3.85453
C 0.77688 1.36080 3.70516
C 1.48284 1.88965 4.76527
N -1.06582 0.21068 2.75521
C -2.28817 -0.46374 2.83313
C -2.27332 -1.87016 2.17770
C -3.47448 -2.48995 1.80848
C -3.44684 -3.77987 1.32707
C -2.22643 -4.44652 1.24376
C -1.09770 -3.77134 1.66388
N -1.11027 -2.50962 2.12235
H -0.66587 1.13964 7.26751
H -1.94604 0.22242 5.41543
H 1.18973 1.41151 2.70188
H 2.44001 2.36682 4.59732
H -2.58472 -0.71610 3.85101
H -4.40104 -1.92846 1.86214
H -4.36455 -4.26784 1.01250
H -2.15501 -5.46092 0.86684
H -0.12793 -4.25453 1.63358
O -3.42329 0.33215 2.30961
S -3.42766 0.81112 0.76014
O -4.83516 0.81038 0.43791
O -2.79816 2.12229 0.72213
O -2.64758 -0.18531 0.02042
O -0.33204 1.09708 -2.30108
S 0.15698 -0.31915 -2.27345
C 1.11641 -0.53756 -3.84120
C 1.62654 0.78332 -4.33605
C 0.84961 1.56606 -5.18578
C 1.30375 2.80951 -5.60940
C 2.53671 3.28393 -5.17342
C 3.30691 2.51049 -4.30968
C 2.85319 1.26703 -3.88724
C -1.31480 -1.34973 -2.76748
C -2.11254 -0.75213 -3.88572
C -2.92681 0.35824 -3.64605
C -3.59881 0.97568 -4.69334
C -3.48052 0.49229 -5.99318
C -2.69498 -0.62728 -6.23816
C -2.01762 -1.24048 -5.18872
H 0.46412 -1.01773 -4.56621
H 1.93990 -1.19645 -3.55449
H -0.12528 1.20360 -5.50398
H 0.68534 3.41532 -6.26407
H 2.88843 4.26073 -5.49219
H 4.25858 2.88532 -3.94827
H 3.42342 0.67326 -3.17534
H -1.88813 -1.40320 -1.83843
H -0.90724 -2.33517 -3.01413
H -3.03674 0.72146 -2.63034
H -4.21850 1.84269 -4.48961
H -4.00792 0.97747 -6.80804
H -2.60749 -1.02374 -7.24338
H -1.40844 -2.11828 -5.38358
C 4.75158 -4.63442 1.38443
C 3.79302 -4.52752 0.22962
C 3.50268 -5.60946 -0.58886
C 2.59615 -5.48060 -1.63308
Cl 2.25527 -6.86724 -2.66064
C 1.96546 -4.27727 -1.86869
C 2.24761 -3.18548 -1.05539
C 3.16086 -3.30360 -0.01531
O 3.49858 -2.30009 0.81368
C 2.73321 -1.10114 0.70485
C 2.96030 -0.36884 -0.61107
O 3.82452 -0.80939 -1.39741
O 2.16484 0.59319 -0.79507
H 5.20049 -5.62821 1.42211
H 4.23680 -4.44294 2.32937
H 5.54405 -3.88628 1.30587
H 3.98197 -6.56546 -0.40861
H 1.24917 -4.18496 -2.67713
H 1.75281 -2.23984 -1.23955
H 3.04054 -0.46544 1.53020
H 1.67052 -1.32304 0.82836
```

Record 3
DFT (ωB97M-V/def2-TZVPD) results for a structure of composition C39H34ClHgI2NO2PS.

Results
Energy   -99603.2908 eV
Lowest unoccupied orbital energy (spin up / spin down)   3.940 / 3.940 eV
Total charge   -2
Energy relative to the best compared isomer or geometry (same formula, charge and spin)   0.0 kcal per mole
Highest occupied orbital energy (spin up / spin down)   0.469 / -2.363 eV
Spin multiplicity   2
HOMO-LUMO gap (spin up / spin down)   3.47 / 6.30 eV

```
82
C39H34ClHgI2NO2PS (ωB97M-V/def2-TZVPD)
Hg -0.18468 0.68144 1.24780
O -2.64261 -1.21281 0.67797
S -2.45968 -2.17273 1.82462
C -3.39874 -3.58094 1.51938
C -3.50840 -4.16216 0.21551
C -4.10915 -5.38576 0.05759
C -4.63769 -6.10095 1.14393
C -4.53749 -5.52289 2.43174
C -3.93335 -4.30798 2.61668
C -0.74778 -2.71035 1.56621
C -0.24654 -2.95445 0.29364
C 1.00322 -3.53083 0.14672
C 1.77340 -3.83975 1.26052
C 1.27989 -3.57208 2.53146
C 0.01809 -3.01950 2.68246
H -3.14584 -3.60872 -0.64280
H -4.18845 -5.80104 -0.94363
H -5.11387 -7.06252 0.99953
H -4.94871 -6.04247 3.29199
H -3.85518 -3.88398 3.61392
H -0.82187 -2.64542 -0.57125
H 1.39096 -3.71240 -0.85048
H 2.76002 -4.27305 1.14144
H 1.88389 -3.78387 3.40685
H -0.37711 -2.80944 3.67210
Cl -0.64094 4.00373 2.75422
C -2.26222 3.40069 2.50508
C -3.24282 4.30131 2.12930
C -4.51952 3.83617 1.86517
C -4.79059 2.47759 1.97022
C -3.79435 1.59183 2.33554
C -2.49447 2.02939 2.61809
C -1.43135 1.05216 2.93262
H -2.98676 5.34250 1.99038
H -5.27587 4.53019 1.52154
H -5.77751 2.09810 1.73187
H -3.99400 0.52735 2.37111
H -1.86434 0.11148 3.26409
H -0.69759 1.41355 3.65153
N 1.83642 0.51468 0.72558
P 2.47619 1.08011 -0.54991
C 1.85102 0.53727 -2.18612
C 1.87096 -0.83070 -2.43618
C 1.34899 -1.34310 -3.60822
C 0.78665 -0.48898 -4.55054
C 0.75900 0.87675 -4.31064
C 1.29234 1.38905 -3.13469
C 2.55294 2.90986 -0.67933
C 1.33621 3.58870 -0.63794
C 1.27424 4.96755 -0.52587
C 2.45555 5.69405 -0.45224
C 3.67759 5.03625 -0.49013
C 3.72843 3.65167 -0.59673
C 4.21790 0.54455 -0.66286
C 4.75574 -0.14493 0.41588
C 6.06964 -0.58326 0.37668
C 6.85463 -0.33378 -0.74095
C 6.32004 0.35142 -1.82752
C 5.00607 0.78508 -1.78915
H 2.26995 -1.50104 -1.68334
H 1.36306 -2.41315 -3.78144
H 0.36467 -0.89065 -5.46414
H 0.31022 1.55093 -5.02987
H 1.26086 2.45667 -2.95964
H 0.40253 3.03692 -0.66657
H 0.30577 5.45507 -0.46865
H 2.41808 6.77207 -0.34757
H 4.60205 5.59851 -0.41915
H 4.69112 3.15510 -0.59945
H 4.11188 -0.33126 1.26840
H 6.48256 -1.12505 1.21971
H 7.88223 -0.67756 -0.76957
H 6.92724 0.54072 -2.70496
H 4.58106 1.30669 -2.63960
C -3.27109 -0.29312 -2.17794
C -2.05487 0.37796 -1.61754
O -0.98661 -0.13370 -1.51055
H -3.12910 -0.37202 -3.25929
H -4.17762 0.26138 -1.96210
H -3.31435 -1.28554 -1.73026
I -2.31666 2.45392 -1.06471
I -2.67347 6.15352 -0.94554
```

Record 4
DFT (ωB97M-V/def2-TZVPD) results for a structure of composition C20H11Br3IrNO3.

Results
Energy   -241516.4038 eV
Lowest unoccupied orbital energy   -0.877 eV
Energy relative to the best compared isomer or geometry (same formula, charge and spin)   47.4 kcal per mole
Highest occupied orbital energy   -8.103 eV
Spin multiplicity   1
HOMO-LUMO gap   7.23 eV

```
39
C20H11Br3IrNO3 (ωB97M-V/def2-TZVPD)
Ir 0.00276 -0.13395 0.94787
Br -2.66413 -0.05149 0.82297
C -2.79986 1.74116 0.24726
C -4.03262 2.28626 0.05910
C -4.11851 3.61448 -0.40253
C -2.97143 4.31119 -0.64335
C -1.69012 3.73556 -0.44772
C -0.53056 4.49686 -0.70610
C 0.69370 3.93339 -0.52171
C 0.81155 2.60675 -0.05837
C -0.27230 1.80547 0.23455
C -1.56807 2.39212 0.00775
H -4.92370 1.70818 0.25935
H -5.08789 4.06640 -0.55864
H -3.01546 5.33558 -0.99157
H -0.63998 5.51738 -1.05033
H 1.59768 4.49302 -0.72453
H 1.81708 2.22504 0.04108
Br 3.99849 1.98979 3.30008
C 3.93901 0.67505 1.95579
C 5.12265 0.07754 1.49484
C 5.10789 -0.85984 0.49353
Br 6.73748 -1.61901 -0.09900
C 3.88622 -1.24801 -0.10687
C 3.71311 -2.15362 -1.17890
C 2.45830 -2.39125 -1.66972
C 1.34000 -1.75593 -1.10178
N 1.48859 -0.91351 -0.10251
C 2.72852 -0.64659 0.40045
C 2.71286 0.31244 1.43769
O 1.56308 0.84106 1.76603
H 6.06179 0.37863 1.93707
H 4.57636 -2.64829 -1.60274
H 2.29504 -3.08228 -2.48275
H 0.33318 -1.95571 -1.44372
O -1.44166 -3.81746 -0.02787
C -1.46987 -3.06679 0.91932
O -0.66172 -2.07480 1.11325
H -2.21998 -3.19524 1.72636
```

Record 5
DFT (ωB97M-V/def2-TZVPD) results for a structure of composition C9H14O3Si.

Results
Energy   -23577.5945 eV
Lowest unoccupied orbital energy   0.268 eV
Energy relative to the best compared isomer or geometry (same formula, charge and spin)   123.1 kcal per mole
Highest occupied orbital energy   -9.014 eV
Spin multiplicity   1
HOMO-LUMO gap   9.28 eV

```
27
C9H14O3Si (ωB97M-V/def2-TZVPD)
C 1.55504 -2.86279 -3.38796
C 1.97655 -2.06918 -2.42174
C 1.02512 -1.58315 -1.46166
C -0.44788 0.16352 0.41198
C -1.26673 0.92887 1.39454
C 0.67309 0.48688 -0.22552
C -1.97017 2.17155 0.83801
C -0.64468 1.01807 2.78624
C 1.59385 1.69276 -0.20488
O 0.04879 -2.19509 -1.12245
O -2.35454 -0.03000 1.56246
O 1.29664 -0.34760 -1.12786
Si -1.67020 -1.28515 0.67107
H 2.21100 -3.05031 -4.20284
H 0.80382 -3.59749 -3.09839
H 2.90456 -1.54178 -2.59994
H -1.92669 2.46886 -0.27975
H -1.53228 3.04445 1.43749
H -2.96769 1.93228 1.07297
H -1.21668 0.33084 3.45275
H -0.41327 2.11863 3.08624
H 0.32136 0.50953 2.84094
H 1.52281 2.36699 -1.14487
H 2.56626 1.14164 -0.11523
H 1.44641 2.36802 0.69891
H -1.27244 -2.21648 1.73421
H -2.26208 -1.96385 -0.59472
```

Record 6
DFT (ωB97M-V/def2-TZVPD) results for a cluster of 2 separate species, C5H9NS2 in total.

Results
SMILES   C/C=[NH+]\[S-].CC=C=S
Energy   -28487.6399 eV
Lowest unoccupied orbital energy (spin up / spin down)   -0.306 / -0.306 eV
Energy relative to the best compared isomer or geometry (same formula, charge and spin)   92.2 kcal per mole
Highest occupied orbital energy (spin up / spin down)   -7.877 / -7.878 eV
Spin multiplicity   1
HOMO-LUMO gap (spin up / spin down)   7.57 / 7.57 eV

```
17
C5H9NS2 (ωB97M-V/def2-TZVPD)
C 1.55679 0.31402 0.37078
C 0.01344 -1.01456 -1.35799
C 0.65938 1.14228 0.71464
C -1.06620 0.00421 -1.85204
C 0.17363 1.21348 2.14307
N -0.24038 -1.70761 -0.27092
S 2.77079 -0.61330 0.06106
S -1.35457 -1.45684 0.86219
H 0.75794 -1.45715 -2.09362
H 0.01329 1.54744 -0.02262
H -1.71619 0.10119 -0.95448
H -1.57929 -0.22201 -2.74726
H -0.60569 0.93638 -2.12509
H 0.34948 0.11815 2.47762
H -0.96714 1.32799 2.19283
H 0.64873 2.13726 2.56255
H 0.58599 -2.37095 0.03928
```

Record 7
DFT (ωB97M-V/def2-TZVPD) results for the molecule C21H18F3N5O2S.

Results
SMILES   Cc1c(Cc2ccc3c(c2)C(F)(F)CCS3(=O)=O)c2cc(F)ccc2n1Cc1nnn[nH]1
Energy   -52598.9808 eV
Lowest unoccupied orbital energy   -0.213 eV
Highest occupied orbital energy   -8.530 eV
Spin multiplicity   1
HOMO-LUMO gap   8.32 eV

```
50
C21H18F3N5O2S (ωB97M-V/def2-TZVPD)
O 1.20591 4.94556 0.15968
O 0.41446 3.79522 -1.80005
F 4.99571 -3.44439 -2.68353
F -2.42246 1.85392 1.54032
F -1.37018 2.13037 3.48694
N -2.55293 -0.43953 -4.24638
N -1.38109 -0.07091 -3.81210
N -2.86838 -1.72371 -3.92105
C -1.86100 -2.12302 -3.25520
C -0.58145 -3.00963 -0.56946
C 0.69647 -2.82852 -0.08144
C 2.86530 -3.98449 -3.49993
C 3.07981 -3.23226 -1.16467
C 1.49098 -4.25627 -3.25365
C 1.87107 0.12944 0.13129
C 0.14482 0.32113 1.78214
C 1.84654 1.50874 -0.14213
C 3.64313 -3.51345 -2.43695
C 1.63993 -3.27450 -1.13695
C 0.82422 -3.70177 -2.20455
C 1.07034 -0.54013 1.05992
C -0.04327 1.62651 1.52647
C 0.81680 2.27491 0.52624
N -0.93699 -1.13121 -3.18930
N -0.50000 -3.57033 -1.78710
C -1.87585 -2.58501 0.14144
C 0.99705 -2.08930 1.19640
C -1.63137 -3.54858 -2.77914
C -1.27392 2.38955 2.15996
C -1.33943 3.90253 1.84917
C -1.31719 4.24498 0.30598
S 0.34151 3.87135 -0.32456
H 3.43160 -4.23531 -4.41240
H 3.57679 -2.95302 -0.27952
H 0.88168 -4.57943 -4.07966
H 2.55120 -0.51613 -0.45381
H -0.50364 -0.23890 2.47593
H 2.35210 1.97516 -0.93844
H -0.08176 -1.16539 -2.66843
H -2.05330 -1.48362 0.45562
H -1.97670 -3.19938 1.08452
H -2.83607 -2.84182 -0.42485
H 0.33906 -2.48149 1.95375
H 2.03026 -2.41960 1.53632
H -1.32989 -4.15360 -3.65671
H -2.62686 -3.85068 -2.36485
H -0.50267 4.26643 2.42585
H -2.25915 4.34212 2.29146
H -1.54494 5.20579 0.09991
H -1.90992 3.53174 -0.30966
```

Q: Look up the spin multiplicity of the third one.
A: 2